1.
Here is one molecule with the formula C4H7Cl2NO in a non-equilibrium geometry from the Open Molecules 2025 dataset. Energies are from wB97M-V/def2-TZVPD.

Atoms and positions in Å:
C 0.638 0.735 -1.883
C 0.079 1.478 -0.688
C 2.183 0.069 -1.900
C -0.156 -1.262 1.207
N -0.335 0.865 0.406
O -0.879 -0.405 0.354
Cl 3.518 1.254 -1.629
Cl 2.383 -1.299 -0.916
H 0.023 -0.155 -1.903
H 0.558 1.384 -2.726
H 0.416 2.525 -0.534
H -0.196 -0.766 2.109
H 0.863 -1.424 0.999
H -0.742 -2.295 1.380
H -0.432 1.339 1.396

Orbital gap (spin up / spin down)   8.61 / 6.07 eV
F_max   4.04 eV/A
Energy relative to the best compared isomer or geometry (same formula, charge and spin)   526.7 kJ/mol
Energy   -32837.8465 eV
HOMO (spin up / spin down)   -8.03 / -6.48 eV
Spin multiplicity   1
Charge   0



2.
Here is C4H6O2 as an isolated structure in a non-equilibrium geometry from the Open Molecules 2025 dataset. Energies are from wB97M-V/def2-TZVPD.

Atoms and positions in Å:
O 1.169 -0.900 0.969
C 0.443 -0.553 -0.332
C -0.959 -0.691 0.137
C -0.967 0.762 0.332
O -1.819 1.542 0.543
C 0.495 0.891 -0.550
H 2.047 -0.553 0.751
H 0.796 -1.234 -1.097
H -1.096 -1.153 1.120
H -1.760 -1.034 -0.513
H 0.319 1.443 -1.464
H 1.284 1.464 -0.046

Orbital gap   10.12 eV
F_max   4.48 eV/A
Energy relative to the best compared isomer or geometry (same formula, charge and spin)   232.1 kJ/mol
Energy   -8338.0559 eV
HOMO   -9.35 eV
Spin multiplicity   1
Charge   0



3.
Here is one molecule with the formula C3H8N4O in a non-equilibrium geometry from the Open Molecules 2025 dataset. Energies are from wB97M-V/def2-TZVPD.

Atoms and positions in Å:
C 2.151 -1.549 0.870
N 0.919 -1.102 0.262
N 0.332 -0.070 0.911
C -0.441 0.729 0.289
N -1.294 1.569 0.989
C -0.687 0.624 -1.250
N -1.966 0.285 -1.543
O 0.110 1.007 -2.086
H 2.453 -2.482 0.400
H 2.967 -0.820 0.798
H 1.950 -1.734 1.925
H 0.919 -0.948 -0.778
H -1.447 2.471 0.557
H -1.062 1.619 1.973
H -2.620 0.060 -0.815
H -2.284 0.339 -2.500

Orbital gap   8.74 eV
F_max   1.92 eV/A
Energy relative to the best compared isomer or geometry (same formula, charge and spin)   162.2 kJ/mol
Energy   -11247.9427 eV
HOMO   -7.79 eV
Spin multiplicity   1
Structure (SMILES)   CN/N=C(/N)C(N)=O
Charge   0



4.
Here is an isolated ion of composition C15H23O4S and charge +1 from the Open Molecules 2025 dataset. Energies are from wB97M-V/def2-TZVPD.

Atoms and positions in Å:
C 3.870 1.662 0.489
C 2.705 1.547 -0.499
C 2.154 2.907 -0.826
O 2.805 3.831 -1.195
O 0.773 3.058 -0.648
C 0.014 2.977 -1.843
C -1.429 2.668 -1.504
S -1.806 1.066 -0.743
C -0.754 -0.087 -1.622
C -0.983 -1.542 -1.228
C -0.529 -2.440 -2.372
O -0.612 -3.768 -1.909
C -1.101 1.241 0.977
O -0.217 0.237 1.272
C -0.696 -0.878 1.967
C -2.018 -1.293 1.900
C -2.396 -2.439 2.594
C -1.462 -3.152 3.330
C -0.141 -2.717 3.384
C 0.249 -1.573 2.702
H 3.545 2.157 1.403
H 4.219 0.665 0.746
H 4.693 2.218 0.051
H 1.932 0.905 -0.082
H 3.057 1.119 -1.439
H 0.012 3.946 -2.350
H 0.446 2.258 -2.542
H -2.027 2.684 -2.413
H -1.814 3.403 -0.799
H 0.293 0.192 -1.514
H -1.041 0.068 -2.667
H -2.035 -1.741 -1.020
H -0.393 -1.798 -0.351
H 0.492 -2.178 -2.670
H -1.174 -2.286 -3.245
H 0.004 -4.322 -2.395
H -0.588 2.197 0.979
H -1.966 1.265 1.638
H -2.762 -0.754 1.326
H -3.420 -2.780 2.557
H -1.758 -4.046 3.860
H 0.589 -3.261 3.966
H 1.268 -1.217 2.735

Orbital gap   9.45 eV
F_max   0.67 eV/A
Energy relative to the best compared isomer or geometry (same formula, charge and spin)   0.0 kJ/mol
Energy   -34945.7180 eV
HOMO   -12.15 eV
Spin multiplicity   1
Charge   +1



5.
Here is one molecule with the formula C9H17FIO5PS in a non-equilibrium geometry from the Open Molecules 2025 dataset. Energies are from wB97M-V/def2-TZVPD.

Atoms and positions in Å:
C -0.414 -2.667 -1.976
P -0.532 -0.763 -2.047
C -1.595 -0.133 -3.503
C -1.016 0.020 -0.375
C -1.812 -1.147 0.458
C -2.665 -0.567 1.767
F -1.842 0.243 2.696
O -2.021 1.075 -0.579
S -1.430 2.557 0.047
O -2.154 3.048 1.360
O -1.160 3.711 -0.967
O 0.142 1.990 0.519
C 0.426 0.588 0.173
I 1.635 0.495 -1.701
C 1.092 -0.044 1.532
C 2.747 -0.054 1.533
C 3.412 1.444 1.459
O 4.902 1.282 1.453
H -1.397 -3.243 -2.243
H 0.521 -3.000 -2.637
H -0.131 -2.982 -0.863
H -2.486 -0.829 -3.804
H -2.004 0.949 -3.214
H -0.907 0.044 -4.457
H -1.124 -2.015 0.843
H -2.636 -1.612 -0.270
H -3.565 0.049 1.339
H -3.070 -1.503 2.384
H 0.694 -1.136 1.763
H 0.747 0.618 2.456
H 3.058 -0.526 2.584
H 3.115 -0.793 0.681
H 3.126 2.068 0.510
H 3.187 2.087 2.437
H 5.155 0.747 0.642

Orbital gap   5.92 eV
F_max   6.85 eV/A
Energy   -50778.5244 eV
HOMO   -6.23 eV
Spin multiplicity   1
Charge   0



6.
Here is one molecule with the formula C18H21ClN2O4S from the Open Molecules 2025 dataset. Energies are from wB97M-V/def2-TZVPD.

Atoms and positions in Å:
O -3.281 -0.150 3.749
S -2.732 0.448 2.565
O -3.503 1.417 1.845
N -1.241 1.125 2.946
C -1.075 2.557 2.806
C 0.375 2.967 2.523
N 0.712 2.843 1.118
C 0.961 1.473 0.706
C 1.126 1.444 -0.812
O 2.194 2.262 -1.228
C 1.995 3.588 -0.797
C 1.840 3.668 0.723
C -2.212 -0.845 1.453
C -1.928 -0.519 0.141
C -1.440 -1.488 -0.713
C -1.241 -2.785 -0.241
O -0.793 -3.795 -1.043
C 0.037 -3.487 -2.092
C -0.267 -3.994 -3.349
C 0.573 -3.759 -4.422
C 1.723 -3.007 -4.252
C 2.047 -2.509 -3.002
C 1.216 -2.756 -1.922
Cl 1.661 -2.178 -0.347
C -1.565 -3.112 1.075
C -2.043 -2.133 1.924
H -0.916 0.763 3.830
H -1.707 2.855 1.969
H -1.424 3.081 3.705
H 0.478 4.020 2.792
H 1.055 2.381 3.166
H 0.118 0.850 1.004
H 1.880 1.076 1.176
H 1.360 0.437 -1.159
H 0.191 1.786 -1.280
H 2.868 4.153 -1.128
H 1.090 3.999 -1.267
H 1.647 4.704 1.010
H 2.779 3.334 1.201
H -2.107 0.489 -0.197
H -1.209 -1.249 -1.741
H -1.171 -4.573 -3.461
H 0.323 -4.158 -5.393
H 2.376 -2.813 -5.088
H 2.948 -1.935 -2.853
H -1.423 -4.127 1.409
H -2.295 -2.349 2.950

Orbital gap   9.44 eV
F_max   0.90 eV/A
Energy relative to the best compared isomer or geometry (same formula, charge and spin)   165.5 kJ/mol
Energy   -53533.6031 eV
HOMO   -8.80 eV
Spin multiplicity   1
Structure (SMILES)   O=S(=O)(NCCN1CCOCC1)c1ccc(Oc2ccccc2Cl)cc1
Charge   0



7.
Here is a 2-piece molecular cluster, C2H6OS2 overall in a non-equilibrium geometry from the Open Molecules 2025 dataset. Energies are from wB97M-V/def2-TZVPD.

Atoms and positions in Å:
C -2.289 0.773 0.987
C -1.793 -0.408 0.177
O -2.099 -0.578 -0.992
H -1.545 1.611 1.031
H -3.210 1.177 0.540
H -2.448 0.478 2.053
H -1.060 -1.051 0.700
S 1.668 -0.552 0.762
S 1.282 0.546 -0.981
H 2.217 0.460 1.397
H 0.124 -0.146 -1.275

Orbital gap   9.03 eV
F_max   1.35 eV/A
Energy relative to the best compared isomer or geometry (same formula, charge and spin)   24.9 kJ/mol
Energy   -25888.4384 eV
HOMO   -8.83 eV
Spin multiplicity   1
Structure (SMILES)   CC=O.SS
Charge   0



8.
Here is a 5-piece molecular cluster, C7H11Br4Cl9 overall in a non-equilibrium geometry from the Open Molecules 2025 dataset. Energies are from wB97M-V/def2-TZVPD.

Atoms and positions in Å:
Cl 0.399 -1.024 1.018
C 1.977 -0.983 1.872
Cl 2.026 -2.058 3.282
Cl 2.372 0.721 2.297
H 2.754 -1.259 1.160
Cl -7.140 -0.062 -0.244
C -6.061 -0.944 -1.445
Cl -5.139 0.205 -2.436
Cl -7.071 -2.053 -2.360
H -5.346 -1.509 -0.847
Cl 7.772 1.836 0.455
C 8.100 3.388 1.039
Cl 8.457 4.396 -0.400
Cl 9.531 3.363 2.107
H 7.170 3.762 1.467
Br 2.273 5.353 -2.426
C 1.044 4.087 -3.338
C 1.371 3.899 -4.747
Br 0.029 2.590 -5.549
H 0.056 4.530 -3.210
H 1.041 3.149 -2.784
H 2.345 3.475 -4.991
H 1.237 4.834 -5.290
Br -4.257 -4.695 5.425
C -3.441 -4.386 3.638
C -3.925 -5.408 2.647
Br -2.665 -5.699 1.111
H -2.410 -4.682 3.834
H -3.610 -3.333 3.412
H -4.846 -5.135 2.132
H -4.043 -6.357 3.170

Orbital gap   10.62 eV
F_max   2.15 eV/A
Energy relative to the best compared isomer or geometry (same formula, charge and spin)   64.9 kJ/mol
Energy   -400308.3807 eV
HOMO   -10.56 eV
Spin multiplicity   1
Structure (SMILES)   ClC(Cl)Cl.ClC(Cl)Cl.ClC(Cl)Cl.BrCCBr.BrCCBr
Charge   0